#a
Entry from the Open Molecules 2025 dataset: the molecule C3HF3O (wB97M-V/def2-TZVPD).

XYZ file:
```
8
Properties=species:S:1:pos:R:3
F -3.2827 -0.7547 -0.0196
C -2.1656 -0.2525 0.3308
C -1.3743 0.8228 0.1825
F -1.6546 2.0793 0.0265
C -0.1278 -0.0755 0.5181
F 0.3538 0.1053 1.7507
O -0.9234 -1.2387 0.5434
H 0.6255 0.0141 -0.1589
```

As for the LUMO energy: 0.61 eV. The SMILES is FC1=C(F)[C@@H](F)O1. Its gap between HOMO and LUMO is 10.4340 eV.

Atom charges from the Mulliken analysis, given in e for atoms 1 to 4: -0.200 0.260 0.160 -0.260

---

#b
Entry from the Open Molecules 2025 dataset: a cluster of 2 separate species, C3HF3O in total (wB97M-V/def2-TZVPD).

XYZ file:
```
8
Properties=species:S:1:pos:R:3
C 0.9916 -0.7539 0.5557
C 0.6015 0.5331 0.7074
C -1.3255 0.2923 -0.6751
O 1.0969 -1.9022 0.4906
F 1.0983 1.5293 -0.0107
F -0.5733 0.4368 -1.7802
F -1.6750 -0.9435 -0.7103
H -0.2145 0.8081 1.4227
```

As for the LUMO energy: -0.31 eV. Its gap between HOMO and LUMO is 8.8691 eV.

Atom charges from the Mulliken analysis, given in e for atoms 1 to 4: 0.644 -0.421 0.123 -0.287

---

So which one wins? Going from most stable to least: #a, #b.

---

#a
Entry from the Open Molecules 2025 dataset: the ion C5H9N2O with charge +1 (wB97M-V/def2-TZVPD).

XYZ file:
```
17
Properties=species:S:1:pos:R:3
O 0.7862 -0.2658 3.3574
C 0.6386 0.2991 2.3507
N 0.8654 1.2565 1.4855
C 0.0911 0.2466 0.8771
C -1.2902 0.3984 0.1644
C -1.1546 -0.5056 -1.1128
C 0.2942 -0.2917 -1.5238
N 0.9491 -0.5765 -0.1952
H 1.4213 2.0695 1.0967
H -1.6934 1.3741 -0.1671
H -2.0800 -0.0894 0.6188
H -1.3058 -1.5267 -0.7837
H -1.6858 -0.1510 -1.9341
H 0.7431 -0.9154 -2.1624
H 0.6333 0.7110 -1.8316
H 0.7995 -1.5609 -0.1474
H 1.9879 -0.4720 -0.0924
```

As for the LUMO energy: -3.42 eV. As for the net charge: +1. The SMILES is O=C1N[C@]12CCC[NH2+]2. Its gap between HOMO and LUMO is 10.8893 eV.

Atom charges from the Mulliken analysis, given in e for atoms 1 to 4: -0.414 0.316 -0.296 0.229

---

#b
Entry from the Open Molecules 2025 dataset: the ion C5H9N2O with charge +1 (wB97M-V/def2-TZVPD).

XYZ file:
```
17
Properties=species:S:1:pos:R:3
C -1.3446 -1.2715 -2.1701
C 0.3496 0.8661 1.4072
C -0.7182 1.0736 0.2801
C 1.0678 -0.4019 0.8896
C -0.4706 0.1798 -0.8950
N -1.2519 -1.0543 -0.8811
N 1.0084 -0.1759 -0.5688
O -0.9390 -1.4779 -3.2296
H 0.9905 1.6833 1.6110
H -0.2902 0.7428 2.2868
H -1.7483 0.8757 0.7492
H -0.5310 2.1273 -0.0337
H 2.1477 -0.3925 1.2970
H 0.5860 -1.3073 1.2123
H -1.8812 -1.3965 -0.1266
H 1.4689 0.7251 -0.6787
H 1.5561 -0.7959 -1.1496
```

As for the LUMO energy (spin up / spin down): -4.60 / -4.60 eV. As for the net charge: +1. Its gap between HOMO and LUMO (spin up / spin down) is 7.8294 / 7.8303 eV.

Atom charges from the Mulliken analysis, given in e for atoms 1 to 4: 0.650 -0.596 -0.570 -0.560

---

So which one wins? Going from most stable to least: #a, #b.

---

#a
Entry from the Open Molecules 2025 dataset: the ion C5H9N2O with charge +1 (wB97M-V/def2-TZVPD).

XYZ file:
```
17
Properties=species:S:1:pos:R:3
C 1.8426 1.1116 1.8444
O 0.9500 1.5582 0.7813
N 0.3121 0.5481 0.0971
C 0.8053 -0.3882 -0.7668
C -0.0252 -1.1777 -1.4960
C -1.4646 -0.9519 -1.4803
N -1.8483 -0.3346 -0.2322
C -1.0047 0.3849 0.4206
H 2.6961 0.6802 1.2198
H 1.2788 0.4289 2.4626
H 2.0301 2.0953 2.3581
H 1.8849 -0.4302 -0.7282
H 0.2836 -1.9069 -2.1504
H -1.4831 -0.1582 -2.3034
H -2.1572 -1.8354 -1.6273
H -2.7487 -0.5262 0.2011
H -1.3515 0.9021 1.3996
```

As for the LUMO energy: -4.01 eV. As for the net charge: +1. The SMILES is CON1C=CC[NH+]=C1. Its gap between HOMO and LUMO is 9.1041 eV.

Atom charges from the Mulliken analysis, given in e for atoms 1 to 4: -0.538 -0.291 0.187 0.003

---

#b
Entry from the Open Molecules 2025 dataset: the ion C5H9N2O with charge +1 (wB97M-V/def2-TZVPD).

XYZ file:
```
17
Properties=species:S:1:pos:R:3
C -0.2676 -1.8784 -0.7318
C -0.0409 -0.5528 -0.0986
N 1.0783 0.0413 -0.0797
C 1.2999 1.3326 0.3413
C -0.0281 2.1604 0.6271
N -1.1508 1.6431 0.7416
C -1.3137 0.1466 0.3411
O -2.2338 0.1953 -0.6833
H -0.5918 -2.5244 0.0431
H 0.6110 -2.3766 -1.1374
H -1.1035 -1.7732 -1.4200
H 1.7180 -0.6170 -0.3098
H 1.7836 1.9200 -0.5312
H 1.9177 1.2253 1.2375
H 0.2039 3.2455 0.6405
H -1.6104 -0.3980 1.3289
H -3.0682 0.3499 -0.2005
```

As for the LUMO energy: -4.52 eV. As for the net charge: +1. The SMILES is CC1=[NH+]CC=N[C@H]1O. Its gap between HOMO and LUMO is 9.7436 eV.

Atom charges from the Mulliken analysis, given in e for atoms 1 to 4: -1.433 0.710 -0.070 -0.446

---

#c
Entry from the Open Molecules 2025 dataset: the ion C5H9N2O with charge +1 (wB97M-V/def2-TZVPD).

XYZ file:
```
17
Properties=species:S:1:pos:R:3
C 1.2720 0.1434 0.2469
C -0.0097 1.8898 0.0558
C -0.5768 0.7960 -0.8977
C 0.8627 -1.4481 -0.6419
C -0.8572 -0.9019 1.0590
N 1.3118 1.5172 0.3370
N -0.0222 -0.4338 -0.1457
O 2.0450 -0.8517 -0.0505
H 0.0294 2.8553 -0.3771
H -0.6608 1.9601 0.9595
H -1.6188 0.7419 -0.9285
H -0.2737 0.8509 -1.9104
H 0.7547 -2.5723 -0.2529
H 1.0121 -1.3828 -1.7552
H -0.8266 -0.1539 1.8289
H -1.9560 -1.2222 0.8732
H -0.4859 -1.7880 1.5997
```

As for the LUMO energy: -3.80 eV. As for the net charge: +1. Its gap between HOMO and LUMO is 10.6360 eV.

Atom charges from the Mulliken analysis, given in e for atoms 1 to 4: 0.443 -0.478 -0.490 -0.228

---

#d
Entry from the Open Molecules 2025 dataset: the ion C5H9N2O with charge +1 (wB97M-V/def2-TZVPD).

XYZ file:
```
17
Properties=species:S:1:pos:R:3
C -0.2247 -0.7598 -1.2748
C -0.2729 -0.1195 0.1048
C -1.3641 -0.8703 0.9672
N -0.8861 1.2143 -0.0504
C -0.1044 2.1742 0.1500
N 1.2398 1.8210 0.4984
C 1.2537 0.4564 0.4054
O 2.3286 -0.2609 0.5748
H -1.2441 -0.6871 -1.5134
H 0.1599 -1.7040 -1.3573
H 0.1580 -0.1939 -2.1193
H -0.7798 -1.2962 1.8328
H -1.8480 -1.6829 0.3679
H -2.0662 -0.0412 1.3940
H -0.2696 3.1709 0.2357
H 1.9300 2.3243 1.1395
H 3.1699 0.2018 0.7824
```

As for the LUMO energy: -4.91 eV. As for the net charge: +1. The SMILES is CC1(C)N=C[NH+]=C1O. Its gap between HOMO and LUMO is 10.3014 eV.

Atom charges from the Mulliken analysis, given in e for atoms 1 to 4: -1.851 1.596 -1.167 -0.530

---

So which one wins? Going from most stable to least: #b, #d, #a, #c.